(1)
The following is a DFT calculation (ωB97M-V with the def2-TZVPD basis set) of a molecular structure, C12H30BF4N2NaO8P in a non-equilibrium geometry.

orbital gap (spin up / spin down) = 5.12 / 4.87 eV

ORCA input file:
```
! RIJCOSX wB97M-V def2-TZVPD def2/J DEFGRID3
* xyz -2 2
Na 1.10 -0.97 -1.38
B 2.88 1.60 -1.92
F 3.41 0.44 -1.32
F 2.97 1.53 -3.27
F 1.52 1.58 -1.74
F 3.45 2.67 -1.40
P 0.63 -2.61 -3.83
O 0.36 -1.85 -5.16
O 2.03 -2.21 -3.33
O 0.40 -4.11 -3.97
O -0.45 -2.11 -2.77
C -1.34 0.46 -0.99
O -0.39 0.18 -0.02
C -0.59 0.67 1.27
C -0.57 2.20 1.51
N 0.65 2.83 1.06
C 0.61 4.20 0.55
C 0.02 5.20 1.69
O -1.30 5.61 1.38
C -1.84 6.65 2.16
H -2.27 -0.12 -0.96
H -1.07 0.28 -2.03
H -1.59 1.52 -0.99
H 0.19 0.22 1.89
H -1.55 0.33 1.66
H -0.69 2.52 2.54
H -1.37 2.69 0.94
H 1.00 2.15 0.39
H -0.07 4.29 -0.30
H 1.63 4.48 0.30
H 0.58 6.11 1.90
H 0.05 4.71 2.67
H -2.11 6.12 3.07
H -2.80 6.90 1.71
H -1.28 7.59 2.22
C 3.45 -1.24 1.42
O 2.46 -1.92 0.65
C 2.18 -3.26 0.97
C 1.37 -3.78 -0.26
N 0.04 -3.31 -0.24
C -0.98 -4.20 0.34
C -2.32 -3.45 0.38
O -2.86 -3.39 -0.87
C -4.03 -2.56 -0.97
H 4.49 -1.58 1.39
H 3.27 -1.19 2.49
H 3.47 -0.19 1.14
H 1.57 -3.49 1.85
H 3.15 -3.74 1.08
H 1.29 -4.86 -0.36
H 1.86 -3.46 -1.18
H -0.39 -2.91 -1.06
H -0.82 -4.63 1.33
H -1.04 -5.00 -0.39
H -2.21 -2.47 0.84
H -2.96 -3.97 1.08
H -3.91 -1.51 -0.70
H -4.93 -2.88 -0.45
H -4.34 -2.73 -2.00
*
```

(2)
The following is a DFT calculation (ωB97M-V with the def2-TZVPD basis set) of a molecular structure, C28H33AlBr4CaClF8N3O10P2 in a non-equilibrium geometry.

orbital gap = 1.22 eV

ORCA input file:
```
! RIJCOSX wB97M-V def2-TZVPD def2/J DEFGRID3
* xyz 0 1
C -4.15 -2.30 -4.77
C -3.81 -1.39 -3.53
O -3.50 -2.22 -2.35
N -2.16 -2.42 -2.25
N -1.75 -3.50 -2.87
C -0.41 -3.62 -2.72
C 0.17 -4.92 -3.40
C 0.38 -6.11 -2.39
C -0.89 -6.98 -2.11
O -2.10 -6.24 -1.92
C 0.55 -2.74 -2.05
P 2.40 -2.97 -1.96
O 3.12 -2.00 -2.82
O 2.89 -2.64 -0.39
O 2.95 -4.49 -2.30
C -0.03 -1.55 -1.39
C 0.73 -0.45 -0.61
F 1.96 -0.11 -1.19
C 0.92 -0.81 0.94
C 2.28 -0.12 1.40
C -1.48 -1.50 -1.55
C -2.24 -0.35 -0.87
C -2.19 1.03 -1.33
C -3.01 1.99 -0.60
C -3.87 1.60 0.54
C -3.90 0.18 1.02
C -3.09 -0.75 0.29
H -3.30 -2.22 -5.49
H -4.24 -3.35 -4.40
H -5.11 -1.92 -5.21
H -4.63 -0.67 -3.26
H -2.92 -0.73 -3.74
H 1.10 -4.60 -3.93
H -0.53 -5.28 -4.20
H 0.86 -5.70 -1.45
H 1.15 -6.79 -2.84
H -1.06 -7.79 -2.86
H -0.69 -7.53 -1.14
H -2.10 -5.83 -1.04
H 2.58 -3.42 0.13
H 3.01 -4.99 -1.47
H 0.15 0.51 -0.60
H 0.07 -0.34 1.51
H 0.99 -1.90 1.13
H 2.39 -0.16 2.52
H 2.27 0.94 1.05
H 3.17 -0.63 0.97
H -1.56 1.31 -2.21
H -3.04 3.06 -0.91
H -4.53 2.31 1.09
H -4.54 -0.17 1.87
H -3.12 -1.81 0.63
C 5.67 1.37 3.72
C 4.23 1.76 3.81
N 3.11 2.05 3.85
H 6.12 1.39 4.71
H 5.75 0.36 3.30
H 6.21 2.08 3.07
C -1.09 3.53 -3.80
O -0.68 4.23 -4.71
O -0.81 3.66 -2.58
O -1.93 2.52 -3.92
C -5.73 6.25 2.51
C -5.04 5.56 1.58
C -5.72 4.95 0.42
O -5.10 4.32 -0.42
C -7.19 5.12 0.32
C -7.88 5.80 1.24
C -7.20 6.41 2.40
O -7.83 7.03 3.24
H -5.26 6.70 3.38
H -3.97 5.42 1.64
H -7.67 4.66 -0.54
H -8.95 5.93 1.17
Al 3.74 2.02 6.36
F -1.27 1.77 -5.35
F 6.71 -1.34 0.73
P 6.19 -2.57 1.66
F 7.01 -3.54 0.67
F 5.78 -2.95 3.19
F 4.96 -1.49 1.73
F 7.59 -2.39 2.48
F 5.07 -3.66 1.20
Ca 8.25 0.61 3.45
Br -2.35 2.60 2.31
C 9.50 5.12 5.87
Br 9.86 3.69 4.61
Br 7.78 5.95 5.54
Br 9.66 4.52 7.70
H 10.25 5.88 5.71
Cl -3.96 7.76 2.73
*
```

(3)
The following is a DFT calculation (ωB97M-V with the def2-TZVPD basis set) of a gas-phase ion, C2H4FNO5PS3 (charge -1) in a non-equilibrium geometry.

orbital gap = 8.56 eV

ORCA input file:
```
! RIJCOSX wB97M-V def2-TZVPD def2/J DEFGRID3
* xyz -1 1
O -3.76 -0.25 -0.19
C -2.78 0.41 -0.82
F -3.12 1.18 -2.04
C -1.17 0.36 -0.39
S -0.85 0.27 1.44
O -2.02 -0.33 2.29
O -0.72 1.76 1.94
N 0.60 -0.54 1.95
S 1.52 -1.22 0.64
O 2.78 -1.90 1.30
O 0.78 -2.41 -0.08
P 2.31 0.24 -0.75
S 4.21 -0.06 -1.15
H -0.72 1.39 -0.78
H -0.69 -0.48 -1.05
H 2.03 1.59 -0.33
H 1.60 0.00 -2.00
*
```

(4)
The following is a DFT calculation (ωB97M-V with the def2-TZVPD basis set) of a single C24H29N3O5 molecule in a non-equilibrium geometry.

orbital gap = 8.88 eV
relative energy (zero: lowest compared OMol25 entry of this formula, charge and spin) = 94.38 kcal/mol

ORCA input file:
```
! RIJCOSX wB97M-V def2-TZVPD def2/J DEFGRID3
* xyz 0 1
C -2.29 -4.06 1.98
O -2.96 -3.04 1.29
C -2.31 -2.41 0.27
C -0.99 -2.63 -0.09
C -0.41 -1.92 -1.14
C 1.03 -2.01 -1.49
O 1.45 -1.84 -2.62
N 1.85 -2.27 -0.43
C 3.25 -1.90 -0.51
C 3.41 -0.37 -0.73
C 2.31 0.38 -0.03
C 1.47 1.35 -0.49
C 0.59 1.66 0.58
C 0.96 0.85 1.61
O 2.00 0.07 1.25
N 4.77 0.02 -0.39
C 5.04 0.23 1.02
C 4.87 1.75 1.30
C 4.90 2.40 -0.09
C 5.26 1.23 -1.03
C -1.18 -1.01 -1.85
C -2.49 -0.76 -1.49
C -3.06 -1.43 -0.42
O -4.33 -1.23 0.05
C -5.03 -0.09 -0.38
C -4.31 1.19 -0.09
C -4.38 2.41 -0.83
C -5.19 2.70 -2.03
N -3.60 3.31 -0.28
O -3.00 2.74 0.79
C -3.42 1.47 0.92
C -2.88 0.66 2.03
H -3.01 -4.44 2.71
H -1.98 -4.87 1.32
H -1.41 -3.67 2.52
H -0.41 -3.38 0.43
H 1.44 -2.19 0.49
H 3.71 -2.42 -1.35
H 3.74 -2.20 0.41
H 3.28 -0.18 -1.80
H 1.48 1.78 -1.47
H -0.20 2.38 0.57
H 0.59 0.75 2.61
H 4.38 -0.37 1.65
H 6.07 -0.07 1.22
H 5.68 2.11 1.94
H 3.93 1.95 1.81
H 5.63 3.20 -0.16
H 3.92 2.80 -0.35
H 4.85 1.34 -2.03
H 6.35 1.14 -1.10
H -0.73 -0.48 -2.67
H -3.06 -0.03 -2.04
H -5.26 -0.15 -1.46
H -5.97 -0.13 0.17
H -4.91 2.02 -2.84
H -5.02 3.72 -2.35
H -6.25 2.56 -1.82
H -1.88 0.30 1.77
H -3.52 -0.20 2.22
H -2.79 1.27 2.93
*
```

(5)
The following is a DFT calculation (ωB97M-V with the def2-TZVPD basis set) of a molecular structure, C34H57HgN4OP2 in a non-equilibrium geometry.

orbital gap = 6.28 eV
relative energy (zero: lowest compared OMol25 entry of this formula, charge and spin) = 0.00 kcal/mol

ORCA input file:
```
! RIJCOSX wB97M-V def2-TZVPD def2/J DEFGRID3
* xyz 1 1
C 2.59 -1.34 -1.29
C 1.57 0.59 -2.20
C 3.48 -1.43 -2.37
C 2.27 0.38 -3.42
C 3.29 -0.57 -3.46
H 4.26 -2.19 -2.36
H 2.07 1.05 -4.24
H 3.92 -0.63 -4.34
N 1.74 -0.35 -1.19
P 0.93 -2.53 0.67
P 0.27 2.24 -0.35
C 2.59 -2.38 -0.16
H 2.91 -3.37 -0.54
H 3.31 -2.09 0.62
C 0.68 1.70 -1.97
H 0.43 2.32 -2.87
C -1.36 3.27 -0.34
C 1.76 3.38 -0.21
C -0.11 -3.61 -0.49
C 1.20 -3.34 2.34
C -2.48 2.44 0.32
H -2.22 2.17 1.35
H -3.40 3.05 0.33
H -2.69 1.52 -0.23
C -1.21 4.55 0.48
H -0.91 4.35 1.51
H -0.51 5.27 0.03
H -2.19 5.05 0.52
C -1.79 3.61 -1.77
H -2.69 4.25 -1.71
H -1.03 4.20 -2.31
H -2.02 2.70 -2.34
C 1.80 3.94 1.22
H 1.43 3.22 1.97
H 2.84 4.16 1.48
H 1.23 4.87 1.32
C 3.02 2.55 -0.46
H 3.07 1.68 0.20
H 3.10 2.22 -1.50
H 3.89 3.20 -0.26
C 1.67 4.49 -1.27
H 1.11 4.22 -2.18
H 1.25 5.42 -0.88
H 2.68 4.72 -1.61
C -0.16 -3.68 2.96
H 0.03 -4.09 3.97
H -0.78 -2.78 3.07
H -0.72 -4.44 2.39
C 1.92 -2.34 3.25
H 2.91 -2.06 2.87
H 1.32 -1.44 3.43
H 2.07 -2.84 4.23
C 2.08 -4.60 2.22
H 2.97 -4.44 1.59
H 2.43 -4.86 3.23
H 1.54 -5.47 1.84
C 0.18 -3.24 -1.96
H 1.21 -3.46 -2.25
H -0.50 -3.84 -2.60
H -0.03 -2.18 -2.13
C -1.60 -3.36 -0.20
H -1.89 -2.35 -0.53
H -2.19 -4.10 -0.77
H -1.85 -3.46 0.87
C 0.21 -5.11 -0.31
H 1.28 -5.33 -0.43
H -0.14 -5.51 0.66
H -0.33 -5.67 -1.09
Hg 0.16 -0.18 0.75
C 2.17 0.86 2.13
O 2.74 0.91 3.14
N -1.48 -0.25 -1.14
C -1.48 0.23 -2.27
C -1.90 0.31 -3.67
C -1.30 1.39 -4.57
C -1.49 -1.03 -4.25
C -3.40 0.49 -3.46
H -1.47 2.41 -4.23
H -0.23 1.25 -4.76
H -1.81 1.30 -5.55
H -1.80 -1.82 -3.55
H -1.98 -1.19 -5.22
H -0.40 -1.09 -4.36
H -3.84 1.14 -4.22
H -3.82 -0.52 -3.46
H -3.60 0.92 -2.46
N -2.87 0.70 6.56
C -2.35 0.59 5.32
C -2.84 -0.39 4.41
C -2.22 -0.51 3.18
N -1.17 0.25 2.80
C -0.76 1.23 3.63
C -1.31 1.44 4.89
H -3.61 0.07 6.88
H -2.53 1.37 7.22
H -3.66 -1.05 4.69
H -2.57 -1.25 2.45
H 0.05 1.87 3.26
H -0.94 2.24 5.52
*
```

(6)
The following is a DFT calculation (ωB97M-V with the def2-TZVPD basis set) of 7 unconnected molecules or ions with the total composition C42H53BNO.

orbital gap = 6.05 eV

ORCA input file:
```
! RIJCOSX wB97M-V def2-TZVPD def2/J DEFGRID3
* xyz -1 1
C 0.18 3.78 2.92
C 0.72 2.74 1.95
C 1.56 3.43 0.87
C -0.34 1.84 1.26
C 0.31 0.48 0.96
C -1.71 1.65 1.95
O -2.71 2.37 1.33
B -3.47 3.44 2.11
N -3.95 4.55 1.12
H 1.02 4.31 3.38
H -0.42 3.34 3.71
H -0.44 4.51 2.40
H 1.41 2.09 2.50
H 0.94 4.15 0.33
H 2.42 3.96 1.29
H 1.93 2.71 0.14
H -0.59 2.30 0.30
H 0.56 -0.03 1.89
H -0.39 -0.15 0.40
H 1.22 0.59 0.36
H -1.65 1.90 3.02
H -1.95 0.58 1.90
H -4.47 2.91 2.64
H -2.75 3.94 2.98
H -3.10 4.96 0.72
H -4.38 4.08 0.33
C 3.26 -1.40 -2.37
C 2.20 -0.56 -2.03
C 2.36 0.81 -2.10
C 3.57 1.36 -2.50
C 4.62 0.53 -2.84
C 4.47 -0.85 -2.78
H 3.14 -2.47 -2.31
H 1.26 -0.99 -1.71
H 1.54 1.46 -1.82
H 3.69 2.43 -2.54
H 5.57 0.95 -3.16
H 5.30 -1.50 -3.04
C -6.93 3.85 -2.27
C -5.70 3.26 -2.00
C -4.56 3.70 -2.66
C -4.65 4.71 -3.60
C -5.88 5.30 -3.88
C -7.02 4.87 -3.21
H -7.81 3.52 -1.74
H -5.62 2.49 -1.25
H -3.60 3.25 -2.42
H -3.76 5.06 -4.11
H -5.95 6.10 -4.61
H -7.98 5.33 -3.42
C 1.60 -5.84 -0.41
C 2.51 -6.68 0.21
C 3.77 -6.87 -0.34
C 4.12 -6.21 -1.51
C 3.21 -5.36 -2.13
C 1.95 -5.18 -1.58
H 0.62 -5.69 0.02
H 2.24 -7.20 1.12
H 4.48 -7.53 0.14
H 5.10 -6.35 -1.95
H 3.48 -4.85 -3.04
H 1.24 -4.52 -2.06
C 3.53 -9.88 -4.62
C 4.32 -10.87 -5.18
C 5.51 -11.24 -4.56
C 5.90 -10.61 -3.39
C 5.11 -9.62 -2.84
C 3.92 -9.25 -3.45
H 2.60 -9.59 -5.10
H 4.01 -11.36 -6.09
H 6.12 -12.02 -5.00
H 6.83 -10.90 -2.91
H 5.41 -9.13 -1.92
H 3.31 -8.47 -3.02
C -8.62 6.95 2.54
C -7.44 6.53 1.94
C -6.29 6.34 2.69
C -6.33 6.57 4.06
C -7.51 6.98 4.67
C -8.65 7.18 3.91
H -9.51 7.10 1.94
H -7.41 6.34 0.87
H -5.38 5.99 2.21
H -5.44 6.40 4.65
H -7.53 7.16 5.74
H -9.57 7.50 4.38
C 4.01 -1.23 4.72
C 3.28 -1.82 3.69
C 3.22 -1.21 2.45
C 3.89 -0.02 2.22
C 4.62 0.57 3.24
C 4.68 -0.04 4.49
H 4.05 -1.70 5.69
H 2.75 -2.75 3.87
H 2.63 -1.66 1.65
H 3.82 0.46 1.25
H 5.13 1.51 3.07
H 5.24 0.43 5.29
*
```

(7)
The following is a DFT calculation (ωB97M-V with the def2-TZVPD basis set) of a single C5H6Cl2IOP molecule in a non-equilibrium geometry.

orbital gap = 8.59 eV

ORCA input file:
```
! RIJCOSX wB97M-V def2-TZVPD def2/J DEFGRID3
* xyz 0 1
C 0.50 0.26 2.43
C 0.21 -0.35 1.25
C -0.67 -1.55 1.20
C 0.54 0.22 -0.04
I 2.38 1.25 -0.13
C -0.38 0.23 -1.15
P 0.19 0.97 -2.68
O 1.27 0.45 -3.48
Cl -1.60 0.89 -3.61
Cl 0.30 2.91 -2.36
H 0.11 -0.26 3.29
H 1.01 1.13 2.59
H -1.59 -1.16 0.88
H -0.97 -1.89 2.16
H -0.29 -2.44 0.76
H -1.02 -0.66 -1.10
*
```

(8)
The following is a DFT calculation (ωB97M-V with the def2-TZVPD basis set) of a molecular structure, C2H4NO2 in a non-equilibrium geometry.

orbital gap = 7.21 eV
relative energy (zero: lowest compared OMol25 entry of this formula, charge and spin) = 117.34 kcal/mol

ORCA input file:
```
! RIJCOSX wB97M-V def2-TZVPD def2/J DEFGRID3
* xyz -1 1
C 0.11 1.08 0.26
C 0.77 -0.28 0.22
N -0.12 -0.09 1.12
O -0.86 -0.40 2.14
O 1.62 -0.98 -0.33
H 0.63 1.94 0.70
H -0.67 1.36 -0.44
H -0.41 -1.20 -1.65
H -1.06 -1.43 -2.01
*
```